Computed, not measured: a molecular structure, C2O2S, with ωB97M-V/def2-TZVPD.

Summary:
Gap between HOMO and LUMO (alpha / beta): 8.48 / 8.48 eV
Max |F|: 4.8 eV Å⁻¹
Energy above the lowest of the compared OMol25 structures with the same formula, charge and spin: 117.35 kcal/mol
Calculated total energy: -16999.101 eV

Geometry as ORCA input:
```
! wB97M-V def2-TZVPD RIJCOSX def2/J DEFGRID3
* xyz 0 1
C 0.33 0.37 -0.88
C 0.17 -0.88 -0.44
O -0.44 2.08 0.92
O -0.16 -1.58 0.43
S -0.09 0.68 0.79
*
```